{
  "formula": "C32H55N4O",
  "method": "ωB97M-V/def2-TZVPD",
  "homo_ev": -10.97,
  "relative_energy_kcal_mol": 0.33,
  "lumo_energy_ev": -2.0,
  "orbital_gap_ha": 0.3294,
  "charge": 1,
  "symbols": ["O", "N", "N", "N", "N", "C", "C", "C", "C", "C", "C", "C", "C", "C", "C", "C", "C", "C", "C", "C", "C", "C", "C", "C", "C", "C", "C", "C", "C", "C", "C", "C", "C", "C", "C", "C", "C", "H", "H", "H", "H", "H", "H", "H", "H", "H", "H", "H", "H", "H", "H", "H", "H", "H", "H", "H", "H", "H", "H", "H", "H", "H", "H", "H", "H", "H", "H", "H", "H", "H", "H", "H", "H", "H", "H", "H", "H", "H", "H", "H", "H", "H", "H", "H", "H", "H", "H", "H", "H", "H", "H", "H"],
  "positions_angstrom": [[-0.74180, -1.64200, -2.54147], [4.45530, -1.08846, 1.00269], [3.57540, 1.82501, -0.14109], [6.14104, -2.38624, 0.11142], [6.46348, -0.06942, 0.52069], [-2.80272, -0.05050, 3.24713], [4.04609, 0.08575, 1.72535], [-6.36708, -1.62194, 0.84124], [7.38894, -2.48048, -0.29954], [-2.11830, 2.78060, 0.62368], [3.91129, 0.98780, -1.30553], [-1.14729, 2.91335, -1.74475], [-4.09941, -0.70586, 2.76788], [5.72827, -1.19446, 0.54447], [-1.88015, 2.06385, -0.70492], [0.02601, -1.84448, -0.23727], [-6.14737, -0.71674, -0.37193], [-2.06614, 0.76764, 2.18418], [2.59650, -2.07054, -1.24714], [-3.90008, -1.66024, 1.59213], [7.71913, -0.18908, 0.11018], [2.40084, -2.10149, 0.13259], [0.22915, -1.79539, -1.61365], [-2.09205, -1.70338, -2.13552], [8.25749, -1.39428, -0.30289], [1.17208, 2.26673, -0.92099], [-5.87694, -1.48373, -1.66423], [3.58560, -2.25423, 1.05054], [3.05345, 0.99796, 0.98534], [-5.73041, -0.54359, -2.85491], [-2.89557, 1.92172, 1.62318], [0.23191, 3.41264, -1.30863], [-5.15707, -2.46395, 1.25456], [2.53405, 2.82921, -0.52511], [1.53404, -1.90488, -2.10789], [1.10693, -1.98590, 0.61866], [4.79084, 2.55565, 0.26968], [-3.78905, 1.53417, 1.13325], [-4.91832, -3.16748, 0.45403], [-1.75980, 3.78332, -1.98611], [8.29472, 0.72779, 0.10920], [-3.22126, 2.55131, 2.45358], [-1.15747, 1.17655, 2.63788], [-2.30574, -2.63613, -1.60645], [-2.84970, 1.78748, -1.12538], [5.60444, 1.84299, 0.43212], [9.27941, -1.48078, -0.62528], [4.19005, -3.10826, 0.73963], [-1.32378, 1.14019, -0.53549], [0.92705, -2.02505, 1.68360], [-5.32164, -0.02796, -0.18019], [3.24990, -2.41153, 2.08045], [-7.19186, -2.30327, 0.62069], [-1.75510, 0.10538, 1.37548], [4.16021, 1.62169, -2.15455], [-2.68089, 3.69545, 0.42786], [0.66946, 3.97763, -2.13404], [3.07724, 0.34091, -1.56948], [-4.90526, 0.14986, -2.70001], [-2.67627, -1.66458, -3.05254], [-4.96582, -2.07601, -1.56121], [2.63669, 1.68779, 1.72242], [-0.96747, -1.79325, 0.17802], [2.93238, 3.40965, -1.36057], [-6.70260, -2.17340, -1.84918], [3.51869, -0.23932, 2.63021], [5.08459, 3.25045, -0.51453], [-3.03715, 0.60111, 4.09188], [-6.63913, 0.03689, -2.99516], [4.60343, 3.11654, 1.18307], [-2.35977, -0.85193, -1.50316], [-7.04530, -0.10975, -0.51004], [4.77100, 0.36733, -1.07059], [-1.16665, 3.06767, 1.07650], [4.93828, 0.63133, 2.03468], [7.69547, -3.46046, -0.63883], [0.12273, 4.09601, -0.46565], [2.40254, 3.50979, 0.31990], [1.67659, -1.88915, -3.17674], [-4.52469, -1.26524, 3.60407], [-1.03768, 2.32387, -2.65783], [-3.58841, -1.10025, 0.70921], [-4.81616, 0.06878, 2.49719], [-2.12692, -0.82935, 3.61131], [1.25783, 1.58630, -1.76861], [3.59457, -2.19682, -1.64025], [2.25332, 0.36689, 0.59535], [-5.43992, -3.05459, 2.12896], [-5.54110, -1.10479, -3.76693], [-6.67737, -1.00469, 1.68624], [-3.10052, -2.36451, 1.84145], [0.72682, 1.72677, -0.08754]],
  "forces_ev_per_a": [[0.4, 0.0, -0.1], [-0.1, -0.1, 0.2], [0.0, 0.2, 0.1], [-0.3, -0.2, 0.0], [-0.1, -0.2, 0.2], [0.0, 0.0, -0.1], [0.0, 0.4, -0.1], [0.1, 0.1, 0.0], [0.3, 0.3, 0.0], [-0.2, -0.3, -0.1], [0.2, -0.6, -0.7], [0.1, -0.1, 0.1], [0.3, -0.1, -0.1], [0.6, 0.1, -0.2], [0.1, 0.3, 0.0], [-0.4, 0.1, -0.3], [-0.1, -0.4, 0.0], [-0.3, 0.0, 0.1], [-0.2, -0.1, 0.1], [-0.3, 0.0, 0.2], [0.2, -0.3, -0.1], [-0.2, -0.1, 0.2], [0.2, 0.1, 0.1], [-0.3, 0.0, 0.1], [-0.1, 0.0, 0.0], [0.1, 0.2, 0.1], [0.0, 0.4, 0.0], [-0.1, -0.2, -0.1], [-0.2, -0.6, 0.7], [0.0, -0.3, 0.1], [0.4, 0.0, 0.0], [0.0, -0.2, -0.1], [0.0, 0.1, -0.1], [-0.8, 0.4, -0.3], [-0.1, 0.0, -0.1], [0.3, -0.1, -0.1], [0.8, 0.4, 0.3], [-0.1, 0.0, 0.0], [0.0, -0.1, 0.0], [0.0, 0.0, -0.1], [0.1, 0.0, 0.0], [-0.1, 0.0, 0.0], [0.1, 0.0, -0.1], [0.0, 0.0, 0.0], [0.0, -0.1, 0.0], [-0.2, 0.1, 0.0], [0.1, 0.0, -0.1], [-0.2, 0.1, 0.2], [0.0, -0.1, 0.0], [0.0, 0.0, 0.2], [0.1, 0.1, 0.0], [0.0, 0.0, 0.0], [-0.1, 0.0, 0.1], [0.1, 0.0, -0.1], [0.0, 0.2, 0.1], [0.1, 0.1, 0.0], [0.1, 0.1, 0.0], [0.0, 0.2, 0.1], [0.1, 0.1, 0.0], [0.0, 0.0, 0.1], [0.0, -0.1, 0.0], [0.0, 0.1, -0.1], [-0.2, 0.0, 0.0], [0.2, -0.1, 0.1], [0.0, -0.1, 0.0], [0.0, 0.1, -0.1], [-0.2, 0.0, -0.1], [0.1, 0.0, 0.1], [-0.1, 0.1, -0.1], [-0.2, 0.0, 0.0], [0.0, 0.0, 0.0], [0.0, 0.1, 0.0], [-0.1, 0.1, 0.0], [0.1, 0.1, 0.0], [-0.2, 0.0, 0.1], [0.1, -0.1, 0.0], [0.1, 0.1, 0.0], [0.2, -0.1, 0.0], [0.0, 0.0, -0.2], [-0.1, 0.0, 0.0], [0.0, 0.0, -0.1], [0.2, 0.0, -0.1], [-0.1, 0.0, 0.0], [0.0, 0.0, 0.1], [0.0, -0.1, 0.0], [0.2, 0.0, -0.1], [0.0, 0.3, 0.0], [0.0, -0.1, 0.0], [0.0, 0.0, -0.2], [-0.1, 0.0, 0.0], [0.1, 0.0, -0.1], [0.0, -0.1, 0.0]],
  "nbo_charge": [-0.49, -0.43, -0.21, -0.51, -0.57, -0.38, -0.23, -0.40, 0.13, -0.40, -0.44, -0.38, -0.40, 0.57, -0.41, -0.33, -0.40, -0.40, -0.15, -0.40, 0.11, -0.12, 0.32, -0.26, -0.35, -0.44, -0.40, -0.25, -0.25, -0.60, -0.39, -0.40, -0.39, -0.19, -0.28, -0.14, -0.45, 0.20, 0.20, 0.21, 0.20, 0.21, 0.19, 0.19, 0.21, 0.28, 0.24, 0.27, 0.19, 0.21, 0.18, 0.20, 0.21, 0.19, 0.23, 0.21, 0.21, 0.25, 0.19, 0.21, 0.18, 0.23, 0.23, 0.22, 0.20, 0.22, 0.23, 0.20, 0.21, 0.22, 0.18, 0.21, 0.25, 0.18, 0.25, 0.21, 0.20, 0.22, 0.23, 0.21, 0.20, 0.18, 0.20, 0.20, 0.22, 0.21, 0.26, 0.21, 0.21, 0.20, 0.20, 0.22]
}